Molecular formula: C22H48Cl6F3N3O11PV
Method: DFT, ωB97M-V/def2-TZVPD

Computed properties:
orbital gap = 0.2874 hartree
energy = -168849.2079 eV

Cartesian coordinates (Å):
O  1.616  -1.465  -2.789
V  0.301  -2.168  -2.187
O  -0.216  -3.178  -3.321
C  -0.886  -1.606  0.427
O  0.285  -1.111  -0.250
O  -1.158  -2.777  -0.383
C  -0.800  -1.874  2.081
F  -1.770  -2.684  2.602
F  0.360  -2.489  2.392
F  -0.732  -0.724  2.723
C  0.732  0.168  0.199
C  2.268  0.361  -0.151
H  2.549  1.388  0.082
H  3.041  -0.227  0.343
H  2.374  0.457  -1.232
H  0.729  0.335  1.276
H  0.222  0.931  -0.389
H  -1.700  -0.911  0.218
C  3.777  1.530  -4.473
C  4.667  0.423  -5.183
O  5.896  0.315  -5.099
N  3.954  -0.448  -5.909
C  4.492  -1.588  -6.649
H  3.791  1.413  -3.389
H  2.730  1.523  -4.777
H  4.392  2.414  -4.637
H  2.949  -0.375  -5.977
H  5.514  -1.447  -7.001
H  3.895  -1.572  -7.560
H  4.435  -2.568  -6.174
C  -8.030  -4.540  0.983
C  -6.728  -4.406  0.294
O  -6.570  -4.680  -0.865
N  -5.784  -4.053  1.134
C  -4.318  -4.260  0.840
H  -8.136  -3.874  1.840
H  -8.161  -5.595  1.223
H  -8.766  -4.380  0.195
H  -6.082  -3.758  2.052
H  -4.113  -4.755  -0.109
H  -3.974  -4.966  1.596
H  -3.687  -3.378  0.729
C  -0.080  1.566  -3.669
C  -1.069  0.764  -2.779
O  -1.001  -0.462  -2.612
N  -2.140  1.549  -2.509
C  -3.295  1.118  -1.888
H  0.368  0.800  -4.302
H  0.633  2.039  -2.994
H  -0.629  2.301  -4.257
H  -2.007  2.545  -2.614
H  -4.156  1.243  -2.545
H  -3.411  1.642  -0.940
H  -3.134  0.083  -1.586
C  3.584  7.900  -1.489
O  2.565  6.982  -1.128
P  2.597  6.300  0.387
O  1.813  7.067  1.338
O  2.181  4.727  0.016
C  1.207  4.015  0.783
O  4.173  6.101  0.788
C  5.026  5.351  0.022
H  4.287  8.176  -0.702
H  2.974  8.727  -1.852
H  4.224  7.619  -2.325
H  0.610  4.784  1.274
H  1.562  3.333  1.556
H  0.695  3.283  0.160
H  5.036  4.306  0.329
H  5.967  5.882  -0.125
H  4.574  5.413  -0.968
Cl  -5.242  -4.008  4.780
C  -3.610  -3.337  4.944
C  -3.055  -3.314  6.354
Cl  -3.404  -4.821  7.145
H  -3.620  -2.356  4.468
H  -3.114  -4.078  4.317
H  -3.533  -2.544  6.960
H  -1.985  -3.117  6.289
Cl  -4.040  0.196  2.694
C  -3.014  1.627  3.221
C  -3.236  1.531  4.733
Cl  -4.810  2.170  5.243
H  -3.193  2.509  2.606
H  -1.968  1.377  3.046
H  -2.568  2.299  5.123
H  -2.942  0.605  5.229
Cl  3.475  -2.122  2.424
C  3.873  -3.473  1.353
C  5.351  -3.978  1.564
Cl  5.677  -4.602  3.244
H  3.726  -2.986  0.389
H  3.131  -4.252  1.531
H  5.960  -3.097  1.364
H  5.629  -4.786  0.888

=====

Molecular formula: C22H48F6HgN3O22S6
Method: DFT, ωB97M-V/def2-TZVPD

Computed properties:
net charge = -1
orbital gap = 0.3358 hartree
energy = -158600.1007 eV

Cartesian coordinates (Å):
Hg  -9.906  -7.066  18.419
N  -8.506  -5.221  21.379
S  -8.144  -6.763  21.449
O  -6.799  -7.130  21.775
O  -8.726  -7.416  20.397
F  -8.933  -7.237  22.623
S  -8.008  -4.138  20.458
O  -8.405  -4.560  19.152
O  -6.669  -3.627  20.612
F  -9.024  -2.913  20.693
N  -8.018  -7.331  17.155
S  -7.115  -6.382  16.164
O  -6.839  -7.064  14.961
O  -6.086  -5.717  16.830
F  -8.166  -5.316  15.861
S  -7.497  -8.909  17.012
O  -6.080  -9.019  16.754
O  -8.417  -9.751  16.273
F  -7.629  -9.624  18.440
N  -11.580  -5.870  18.964
S  -12.072  -4.418  18.268
O  -11.929  -3.298  19.088
O  -13.151  -4.461  17.359
F  -10.814  -4.352  17.339
S  -12.746  -6.198  20.269
O  -13.801  -7.068  19.853
O  -13.152  -5.039  21.007
F  -11.715  -7.055  21.212
O  -10.569  -1.802  13.973
C  -10.576  -1.771  15.151
O  -11.700  -1.568  15.885
C  -12.947  -1.548  15.182
C  -13.197  -0.188  14.551
C  -9.254  -1.919  15.931
H  -13.715  -1.709  15.946
H  -12.954  -2.310  14.394
H  -13.341  0.600  15.267
H  -14.112  -0.234  14.004
H  -12.454  0.078  13.804
H  -9.210  -2.857  16.524
H  -8.998  -1.064  16.576
H  -8.465  -2.017  15.188
O  -9.259  -12.278  17.745
C  -8.561  -12.537  16.825
O  -8.973  -12.840  15.603
C  -10.350  -12.639  15.305
C  -10.479  -13.159  13.904
C  -7.053  -12.403  16.893
H  -10.633  -11.593  15.335
H  -11.017  -13.187  15.983
H  -9.831  -12.575  13.258
H  -11.502  -13.212  13.555
H  -10.074  -14.180  13.776
H  -6.579  -11.670  16.216
H  -6.601  -13.383  16.698
H  -6.933  -12.135  17.965
O  -13.412  -7.711  16.754
C  -14.250  -7.016  16.210
O  -15.519  -6.978  16.602
C  -15.932  -7.902  17.670
C  -16.854  -7.200  18.714
C  -14.068  -6.201  15.035
H  -15.044  -8.301  18.087
H  -16.474  -8.745  17.217
H  -16.484  -6.224  18.984
H  -16.899  -7.784  19.683
H  -17.866  -7.020  18.389
H  -14.352  -6.772  14.122
H  -13.007  -5.954  14.973
H  -14.689  -5.282  15.036
O  -8.634  -11.580  21.374
C  -7.746  -12.223  20.856
O  -6.532  -11.786  20.453
C  -6.182  -10.462  20.983
C  -4.807  -10.094  20.573
C  -7.940  -13.672  20.399
H  -6.260  -10.505  22.070
H  -6.973  -9.770  20.573
H  -4.050  -10.723  21.040
H  -4.638  -9.055  20.771
H  -4.668  -10.195  19.513
H  -7.574  -14.383  21.159
H  -7.547  -14.087  19.489
H  -9.029  -13.838  20.336
C  -11.286  -9.079  14.762
C  -10.435  -7.803  15.038
C  -10.526  -6.946  13.808
O  -10.884  -7.044  16.146
H  -10.747  -9.522  13.878
H  -12.302  -8.855  14.434
H  -11.150  -9.727  15.624
H  -9.394  -8.057  15.277
H  -10.078  -7.509  12.992
H  -10.047  -5.957  13.932
H  -11.573  -6.767  13.592
H  -11.788  -7.278  16.377
C  -12.609  -10.923  18.200
C  -11.792  -9.948  19.024
C  -11.387  -10.442  20.387
O  -10.605  -9.402  18.334
H  -12.067  -11.767  17.742
H  -13.132  -10.383  17.396
H  -13.422  -11.284  18.830
H  -12.430  -9.078  19.111
H  -10.581  -11.223  20.301
H  -12.280  -10.853  20.852
H  -10.950  -9.657  20.981
H  -9.953  -10.131  18.197

=====

Q: Among the records above, which one has the lowest energy?
A: C22H48Cl6F3N3O11PV

=====

Q: Among the records above, which one has the highest energy?
A: C22H48F6HgN3O22S6

=====

Q: Among the records above, which one has the lowest energy?
A: C22H48Cl6F3N3O11PV

=====

Q: orbital gap of number 2 (C22H48F6HgN3O22S6)?
A: 0.3358 hartree